49
Properties=species:S:1:pos:R:3 method="wB97M-V/def2-TZVPD" spin_multiplicity=1 relative_energy_kcal_mol=54.3 lumo_ev=0.77 e_homo_ev=-8.09 smiles=OC(C#CCCN1CCCCC1)(c1ccccc1)c1ccccc1 energy_ha=-983.2607
C 1.4630 1.3574 0.7923
H -4.2583 -0.7293 -0.3561
H -2.7827 2.4048 -1.3117
H 3.8629 0.4825 5.5254
H 1.8604 3.2634 0.7045
C 2.2027 0.2512 -1.3655
H 2.7439 -0.7694 -3.1623
H 2.0575 -2.9869 -2.3234
C 2.1048 1.1147 2.1522
C 1.9566 -2.1137 -1.6956
H -4.0426 -1.7747 -2.5737
C -1.5413 0.2500 -2.0062
C 4.1215 0.9090 3.4426
H -3.0472 0.8785 1.3364
H 4.0661 1.3287 1.3395
H -2.2110 -0.5728 -3.8740
H 0.2765 0.8569 3.2327
C 3.3712 0.6598 4.5801
H 0.8909 -1.2117 1.3818
H -2.5586 -1.1332 0.0146
C -1.9326 -2.1690 -2.4587
N -2.8812 0.3587 -1.4609
C -3.3020 -2.0091 -1.8074
H -1.1977 -2.4583 -1.7032
H -1.2641 1.2114 -2.4443
H -3.6010 -2.9329 -1.3083
C 1.6835 0.1315 -0.0865
H -4.2569 1.6611 -0.6688
H 1.4004 0.4468 5.3875
C 1.9897 0.6392 4.5027
C 1.3558 0.8672 3.2930
C -3.1657 1.5653 -0.7256
C 1.3015 -1.1182 0.3863
C -1.1830 1.6107 0.7918
O 2.0501 2.4901 0.1630
H 2.4916 1.2252 -1.7266
C -3.2652 -0.8678 -0.7935
H -2.9627 2.6359 1.1352
C -1.5163 -0.8387 -3.0756
C 2.3397 -0.8702 -2.1654
H -1.9635 -2.9508 -3.2201
H 1.1393 -3.2040 -0.0429
H -0.5110 -0.9094 -3.4938
C -2.6251 1.6802 0.7236
C 0.0102 1.5158 0.8812
C 1.4390 -2.2351 -0.4162
H 5.2001 0.9258 3.4982
C 3.4915 1.1331 2.2332
H -0.8005 0.0004 -1.2313